(1)
DFT (ωB97M-V/def2-TZVPD) results for C55H55AsCsF5O3P2S5 as an isolated structure in a non-equilibrium geometry.

Element x y z (Å)
1 Cs 0.56 -0.49 -1.78
2 C -2.99 1.83 -3.75
3 C -2.48 3.27 -3.72
4 S -0.82 3.45 -3.02
5 C -1.10 4.79 -1.84
6 C -2.16 4.56 -0.76
7 S -1.89 3.09 0.26
8 C -3.52 2.31 0.21
9 C -4.09 1.93 -1.15
10 S -3.01 0.92 -2.20
11 H -2.35 1.21 -4.38
12 H -3.98 1.81 -4.20
13 H -3.16 3.89 -3.15
14 H -2.49 3.66 -4.74
15 H -1.34 5.71 -2.37
16 H -0.13 4.94 -1.38
17 H -3.15 4.50 -1.19
18 H -2.16 5.44 -0.11
19 H -4.24 2.94 0.73
20 H -3.40 1.41 0.82
21 H -4.37 2.82 -1.72
22 H -5.01 1.37 -0.98
23 C 6.25 2.00 2.38
24 C 5.23 1.98 3.32
25 C 3.91 2.13 2.92
26 C 3.59 2.30 1.57
27 C 4.62 2.31 0.64
28 C 5.94 2.16 1.04
29 As 1.72 2.46 0.92
30 C 0.95 3.02 2.63
31 C 0.41 2.19 3.61
32 C -0.19 2.75 4.73
33 C -0.26 4.13 4.87
34 C 0.26 4.96 3.89
35 C 0.86 4.41 2.76
36 C 1.40 5.17 1.61
37 C 1.44 6.55 1.50
38 C 1.98 7.13 0.36
39 C 2.47 6.34 -0.67
40 C 2.43 4.96 -0.57
41 C 1.90 4.37 0.57
42 H 7.28 1.88 2.69
43 H 5.46 1.85 4.37
44 H 3.13 2.11 3.67
45 H 4.38 2.44 -0.41
46 H 6.72 2.18 0.29
47 H 0.42 1.12 3.48
48 H -0.63 2.10 5.48
49 H -0.73 4.56 5.74
50 H 0.18 6.04 4.00
51 H 1.06 7.18 2.30
52 H 2.00 8.21 0.27
53 H 2.87 6.80 -1.57
54 H 2.77 4.32 -1.38
55 O 3.03 0.01 -1.57
56 C 3.10 1.08 -2.21
57 O 2.60 2.18 -1.89
58 C 3.84 1.04 -3.54
59 C 3.61 2.02 -4.50
60 C 4.27 1.98 -5.72
61 C 5.18 0.96 -5.98
62 C 5.41 -0.02 -5.02
63 C 4.73 0.02 -3.82
64 H 2.90 2.81 -4.27
65 H 4.07 2.73 -6.47
66 H 5.70 0.93 -6.93
67 H 6.12 -0.82 -5.23
68 H 4.88 -0.75 -3.07
69 C 1.25 -4.74 0.40
70 C 2.27 -3.73 0.91
71 P 1.52 -2.05 1.05
72 C 2.93 -1.01 1.64
73 C 4.12 -1.69 2.31
74 C 0.49 -2.22 2.57
75 C 1.15 -2.60 3.89
76 H 1.69 -5.74 0.32
77 H 0.87 -4.47 -0.58
78 H 0.40 -4.81 1.08
79 H 3.10 -3.64 0.20
80 H 2.71 -4.05 1.86
81 H 2.49 -0.27 2.31
82 H 3.28 -0.45 0.77
83 H 3.84 -2.28 3.18
84 H 4.84 -0.93 2.64
85 H 4.64 -2.35 1.62
86 H -0.31 -2.93 2.33
87 H -0.05 -1.27 2.68
88 H 1.69 -3.54 3.83
89 H 0.39 -2.72 4.67
90 H 1.85 -1.83 4.22
91 F -3.14 -5.75 -6.75
92 C -2.59 -4.75 -6.02
93 C -3.18 -3.50 -5.96
94 F -4.33 -3.28 -6.65
95 C -2.63 -2.48 -5.21
96 F -3.26 -1.28 -5.21
97 C -1.43 -2.63 -4.46
98 O -0.92 -1.70 -3.77
99 C -0.86 -3.93 -4.56
100 F 0.28 -4.18 -3.88
101 C -1.42 -4.95 -5.30
102 F -0.82 -6.16 -5.34
103 S -4.92 -1.10 3.78
104 P -3.93 -2.07 2.35
105 S -2.66 -1.12 1.15
106 C -5.14 -2.99 1.31
107 C -6.12 -3.77 1.92
108 C -7.02 -4.49 1.16
109 C -6.96 -4.43 -0.23
110 C -5.99 -3.66 -0.84
111 C -5.08 -2.94 -0.07
112 C -3.00 -3.47 3.10
113 C -2.51 -4.49 2.29
114 C -1.75 -5.51 2.82
115 C -1.46 -5.53 4.18
116 C -1.94 -4.52 5.00
117 C -2.72 -3.49 4.46
118 H -6.18 -3.79 3.01
119 H -7.78 -5.09 1.65
120 H -7.67 -4.99 -0.83
121 H -5.93 -3.61 -1.92
122 H -4.31 -2.34 -0.54
123 H -2.71 -4.46 1.22
124 H -1.37 -6.30 2.18
125 H -0.85 -6.32 4.60
126 H -1.71 -4.52 6.06
127 H -3.11 -2.70 5.08

## Properties
**Net charge**: -2
**HOMO level**: -2.9 eV
**Relative energy (zero: lowest compared OMol25 entry of this formula, charge and spin)**: 22.1 kcal per mole
**Strongest force on any atom**: 0.0404 hartree/bohr
**HOMO-LUMO gap**: 6.27 eV
**Electronic energy**: -211803.968 eV

Here are the Mulliken charges for atoms 1 to 99, given in e: 1.473 -0.884 -0.914 0.046 0.180 -1.347 0.252 -0.353 -1.095 0.290 0.300 0.430 0.333 0.541 0.615 -0.645 0.477 0.583 0.457 -0.252 0.457 0.543 -0.560 -0.717 0.098 0.484 -0.042 -0.775 0.834 -0.050 -0.929 -0.593 -0.755 -0.498 0.473 0.661 -0.677 -0.760 -0.544 -0.717 -0.102 0.329 0.371 0.336 0.246 0.442 0.573 0.436 0.353 0.356 0.348 0.368 0.442 0.480 -0.824 -0.396 -0.076 0.369 -0.279 -0.633 -0.400 -0.636 -0.297 0.429 0.387 0.356 0.383 0.372 -1.142 -0.903 0.456 1.739 -1.534 1.734 -1.453 0.408 0.304 0.059 0.411 0.427 -0.574 -0.412 0.275 0.333 0.303 -1.141 -0.293 0.298 0.390 0.262 -0.349 0.692 -0.110 -0.349 0.211 -0.287 -0.006 -0.479 0.187

***

(2)
DFT (ωB97M-V/def2-TZVPD) results for a 9-piece molecular cluster, C60H138N8O16 overall in a non-equilibrium geometry.

Element x y z (Å)
1 C 1.23 0.29 -1.06
2 C 1.57 1.62 -0.88
3 C 0.81 2.47 0.12
4 O 1.12 3.69 0.28
5 C -0.14 1.90 0.95
6 C -0.39 0.49 0.92
7 C 0.24 -0.31 -0.28
8 O -0.29 -1.39 -0.60
9 O -0.94 -0.16 1.85
10 O 2.50 2.10 -1.61
11 H 1.74 -0.38 -1.74
12 H -0.71 2.45 1.68
13 C -1.87 -5.66 -1.65
14 O -1.65 -4.72 -2.72
15 C -1.81 -3.42 -2.25
16 C -1.08 -2.46 -3.16
17 N -1.37 -2.76 -4.63
18 H -1.17 -3.74 -4.84
19 H -2.38 -2.72 -4.73
20 C -0.55 -1.99 -5.65
21 C 0.53 -2.94 -6.13
22 O -0.12 -4.10 -6.61
23 C 0.81 -5.20 -6.74
24 H -2.77 -5.32 -1.13
25 H -1.04 -5.78 -0.96
26 H -2.22 -6.58 -2.10
27 H -1.36 -3.25 -1.26
28 H -2.84 -3.07 -2.10
29 H 0.00 -2.57 -3.05
30 H -1.38 -1.43 -3.00
31 H -0.06 -1.24 -5.03
32 H -1.29 -1.58 -6.34
33 H 1.18 -3.08 -5.26
34 H 1.03 -2.33 -6.89
35 H 0.72 -5.84 -5.86
36 H 1.85 -4.86 -6.74
37 H 0.47 -5.85 -7.54
38 C -0.63 5.76 -3.14
39 O 0.75 6.06 -3.23
40 C 1.51 4.95 -3.76
41 C 2.95 5.18 -3.33
42 N 3.09 5.20 -1.83
43 H 2.47 4.49 -1.42
44 H 4.05 4.88 -1.69
45 C 3.06 6.49 -1.07
46 C 3.72 6.41 0.34
47 O 4.92 5.74 0.40
48 C 6.07 6.58 0.22
49 H -0.80 5.06 -2.30
50 H -1.05 5.20 -3.98
51 H -1.29 6.58 -2.88
52 H 1.37 4.77 -4.83
53 H 1.08 4.07 -3.27
54 H 3.31 6.13 -3.74
55 H 3.61 4.45 -3.78
56 H 2.08 6.97 -1.06
57 H 3.65 7.24 -1.62
58 H 3.01 6.08 1.11
59 H 3.81 7.37 0.85
60 H 6.16 6.94 -0.80
61 H 6.98 6.01 0.40
62 H 6.01 7.38 0.96
63 C -5.27 -5.17 1.52
64 O -4.18 -4.29 1.39
65 C -4.46 -3.03 1.97
66 C -3.29 -2.06 1.72
67 N -2.04 -2.52 2.42
68 H -1.40 -1.70 2.36
69 H -2.20 -2.53 3.43
70 C -1.19 -3.66 1.83
71 C -0.90 -4.69 2.88
72 O -0.62 -5.91 2.21
73 C 0.31 -6.73 2.92
74 H -6.10 -4.96 0.85
75 H -5.65 -5.19 2.55
76 H -4.82 -6.13 1.26
77 H -4.67 -3.11 3.04
78 H -5.30 -2.55 1.45
79 H -3.56 -1.07 2.06
80 H -3.19 -2.08 0.63
81 H -0.28 -3.09 1.62
82 H -1.59 -4.01 0.89
83 H -1.77 -4.91 3.52
84 H -0.13 -4.49 3.63
85 H 0.70 -7.60 2.42
86 H -0.15 -7.06 3.86
87 H 1.20 -6.16 3.21
88 C -5.13 1.74 -7.95
89 O -5.97 2.05 -6.86
90 C -5.83 3.33 -6.24
91 C -4.44 3.50 -5.63
92 N -4.27 2.44 -4.51
93 H -4.94 2.61 -3.76
94 H -4.44 1.52 -4.90
95 C -2.81 2.56 -4.07
96 C -2.59 1.93 -2.69
97 O -3.42 2.60 -1.81
98 C -3.83 1.88 -0.63
99 H -4.06 1.98 -7.98
100 H -5.70 2.03 -8.84
101 H -5.18 0.66 -8.09
102 H -6.44 3.25 -5.34
103 H -6.15 4.15 -6.87
104 H -4.45 4.46 -5.10
105 H -3.66 3.49 -6.39
106 H -2.50 3.60 -4.04
107 H -2.17 1.99 -4.75
108 H -1.54 2.16 -2.46
109 H -2.55 0.84 -2.69
110 H -4.56 1.10 -0.87
111 H -4.41 2.65 -0.12
112 H -3.07 1.66 0.12
113 C -10.45 7.04 2.87
114 O -9.29 6.21 2.66
115 C -8.63 6.27 1.41
116 C -7.41 5.40 1.52
117 N -6.90 5.37 2.99
118 H -7.71 5.10 3.55
119 H -6.30 4.56 3.17
120 C -6.16 6.58 3.52
121 C -4.85 6.81 2.79
122 O -4.22 5.50 2.69
123 C -2.87 5.66 2.26
124 H -11.15 6.93 2.04
125 H -10.21 8.06 3.17
126 H -11.07 6.62 3.67
127 H -8.34 7.28 1.12
128 H -9.36 5.89 0.69
129 H -6.50 5.60 0.95
130 H -7.59 4.34 1.33
131 H -5.92 6.31 4.55
132 H -6.60 7.58 3.54
133 H -4.19 7.48 3.34
134 H -4.94 7.11 1.74
135 H -2.92 5.95 1.20
136 H -2.28 4.74 2.32
137 H -2.29 6.32 2.91
138 C 3.01 -0.99 3.15
139 O 2.26 0.20 3.20
140 C 2.26 0.74 4.51
141 C 0.95 1.50 4.82
142 N -0.27 0.63 4.53
143 H -0.46 0.50 3.52
144 H 0.00 -0.25 4.96
145 C -1.61 1.11 5.13
146 C -1.55 1.10 6.65
147 O -0.59 2.05 7.15
148 C -0.61 2.06 8.58
149 H 3.85 -1.02 3.85
150 H 3.40 -0.98 2.13
151 H 2.46 -1.93 3.31
152 H 3.01 1.52 4.70
153 H 2.48 -0.02 5.26
154 H 0.80 2.35 4.14
155 H 1.05 1.94 5.81
156 H -2.34 0.37 4.81
157 H -1.77 2.07 4.63
158 H -1.48 0.09 7.06
159 H -2.43 1.63 7.03
160 H -0.57 1.06 9.01
161 H -1.43 2.62 9.02
162 H 0.37 2.50 8.78
163 C 6.51 -2.62 1.47
164 C 6.89 -1.14 1.30
165 C 6.09 -0.42 0.16
166 N 6.09 1.10 0.22
167 C 7.40 1.69 0.69
168 C 7.23 3.18 1.13
169 C 6.18 3.33 2.10
170 C 4.83 2.82 1.64
171 C 4.91 1.39 1.16
172 C 5.75 1.64 -1.16
173 H 7.02 -2.94 2.38
174 H 6.95 -3.27 0.72
175 H 5.44 -2.79 1.55
176 H 7.92 -1.24 0.94
177 H 6.88 -0.63 2.26
178 H 5.10 -0.78 -0.11
179 H 6.72 -0.61 -0.71
180 H 7.75 1.10 1.54
181 H 8.17 1.58 -0.08
182 H 8.22 3.49 1.46
183 H 7.17 3.86 0.27
184 H 6.48 2.97 3.09
185 H 6.05 4.40 2.31
186 H 4.15 2.83 2.49
187 H 4.47 3.39 0.79
188 H 4.94 0.76 2.05
189 H 3.98 1.11 0.66
190 H 5.65 2.72 -1.08
191 H 4.88 1.07 -1.49
192 H 6.60 1.40 -1.80
193 C 2.68 -3.82 -0.15
194 C 2.05 -5.13 -0.57
195 C 3.11 -6.20 -0.91
196 N 2.67 -7.68 -0.99
197 C 1.79 -7.91 0.23
198 C 1.48 -9.39 0.46
199 C 2.74 -10.23 0.43
200 C 3.59 -10.01 -0.83
201 C 3.97 -8.53 -0.87
202 C 1.90 -7.94 -2.26
203 H 3.23 -3.39 -0.99
204 H 3.31 -3.87 0.73
205 H 1.92 -3.12 0.19
206 H 1.38 -4.87 -1.39
207 H 1.42 -5.57 0.20
208 H 3.88 -6.20 -0.14
209 H 3.58 -5.93 -1.85
210 H 2.39 -7.57 1.08
211 H 0.84 -7.44 -0.02
212 H 0.78 -9.56 1.27
213 H 0.86 -9.66 -0.41
214 H 3.35 -9.88 1.26
215 H 2.63 -11.31 0.56
216 H 4.43 -10.71 -0.74
217 H 3.14 -10.33 -1.77
218 H 4.49 -8.19 0.02
219 H 4.57 -8.22 -1.72
220 H 2.48 -7.65 -3.14
221 H 0.95 -7.44 -2.08
222 H 1.70 -9.01 -2.32

## Properties
**Net charge**: +6
**HOMO level**: -17.8 eV
**Relative energy (zero: lowest compared OMol25 entry of this formula, charge and spin)**: 0.0 kcal per mole
**Strongest force on any atom**: 0.0737 hartree/bohr
**HOMO-LUMO gap**: 7.25 eV
**Electronic energy**: -109071.032 eV

Here are the Mulliken charges for atoms 1 to 99, given in e: -1.788 1.152 0.159 -0.922 -0.654 0.148 0.617 -0.326 -1.512 -0.894 0.644 0.602 -0.703 -0.462 0.519 -0.774 0.090 0.438 0.452 -0.538 -0.590 -0.396 -0.671 0.310 0.129 0.409 -0.268 0.332 0.293 0.100 0.307 0.487 0.325 0.422 0.192 0.357 0.300 -0.743 -0.373 -0.021 -0.858 0.944 -0.524 0.159 -0.877 -0.662 -0.136 -0.887 0.208 0.309 0.420 0.494 -0.040 0.419 0.441 0.396 0.490 0.239 0.662 0.314 0.268 0.385 -0.848 -0.132 -0.842 -0.383 0.990 -0.374 0.638 1.444 -1.014 -0.174 -0.804 0.298 0.369 0.251 0.481 0.448 0.435 -0.062 -0.303 -0.535 0.395 0.511 -0.038 0.452 0.416 -0.721 -0.335 -0.553 -0.718 -0.084 0.429 0.409 -0.745 0.480 -0.366 -0.525 0.293